{"formula": "C17H14F14NO2PS2", "method": "wB97M-V/def2-TZVPD", "species": ["O", "C", "C", "C", "C", "P", "S", "C", "C", "C", "C", "C", "C", "F", "F", "C", "F", "F", "F", "C", "C", "O", "N", "C", "C", "C", "F", "F", "C", "F", "F", "S", "F", "F", "F", "F", "F", "H", "H", "H", "H", "H", "H", "H", "H", "H", "H", "H", "H", "H", "H"], "xyz": [[-1.55, 3.23, -0.29], [-0.87, 2.30, -0.01], [0.20, 1.68, -0.86], [0.39, 1.72, -2.24], [1.51, 1.03, -2.73], [1.75, 1.02, -4.53], [1.35, 2.71, -5.40], [2.41, 0.37, -1.85], [2.22, 0.36, -0.47], [3.15, -0.29, 0.53], [4.20, -1.26, -0.02], [3.93, -2.73, 0.38], [4.55, -3.06, 1.71], [5.88, -2.87, 1.69], [4.05, -2.24, 2.67], [4.27, -4.54, 2.18], [3.69, -4.58, 3.37], [5.40, -5.24, 2.25], [3.46, -5.17, 1.33], [1.07, 1.03, -0.01], [0.54, 1.18, 1.38], [1.11, 1.04, 2.41], [-0.82, 1.64, 1.26], [-1.82, 0.54, 1.35], [-3.11, 0.99, 2.04], [-4.39, 0.62, 1.30], [-5.43, 0.71, 2.16], [-4.31, -0.66, 0.86], [-4.66, 1.53, 0.07], [-4.40, 2.79, 0.38], [-3.81, 1.15, -0.89], [-6.43, 1.48, -0.63], [-6.23, 2.90, -1.29], [-5.96, 0.80, -1.98], [-6.66, 0.05, -0.01], [-6.94, 2.16, 0.69], [-7.91, 1.46, -1.16], [-0.29, 2.26, -2.88], [3.04, 0.51, -4.73], [0.89, 0.00, -4.97], [3.26, -0.12, -2.29], [3.65, 0.50, 1.07], [2.56, -0.80, 1.28], [4.27, -1.25, -1.10], [5.19, -0.99, 0.35], [4.38, -3.40, -0.36], [2.86, -2.89, 0.42], [-1.98, 0.10, 0.37], [-1.35, -0.23, 1.96], [-3.09, 2.03, 2.30], [-3.20, 0.44, 2.97]], "smiles": "O=C1c2cc([PH2]=S)cc(CCCC(F)(F)C(F)(F)F)c2C(=O)N1CCC(F)(F)C(F)(F)S(F)(F)(F)(F)F", "homo_energy_ev": -9.159, "total_energy_ha": -3397.27255, "multiplicity": 1}


{"formula": "C17H14IrN2O3S", "method": "wB97M-V/def2-TZVPD", "species": ["Ir", "C", "O", "C", "C", "C", "C", "C", "C", "N", "N", "C", "O", "C", "C", "C", "C", "C", "C", "C", "O", "H", "H", "H", "H", "H", "H", "H", "H", "H", "H", "H", "H", "S", "C", "C", "H", "H"], "xyz": [[0.07, 0.81, -0.23], [-4.02, 2.35, -0.52], [-4.79, 1.32, 0.05], [-4.17, 0.31, 0.74], [-5.00, -0.41, 1.58], [-4.53, -1.48, 2.33], [-3.20, -1.83, 2.26], [-2.32, -1.15, 1.39], [-0.96, -1.57, 1.40], [0.04, -1.11, 0.70], [1.23, -1.69, 0.84], [2.30, -0.98, 0.56], [2.28, 0.25, 0.24], [3.58, -1.69, 0.66], [3.66, -3.01, 1.12], [4.88, -3.63, 1.26], [6.05, -2.95, 0.93], [5.98, -1.65, 0.47], [4.76, -1.02, 0.33], [-2.81, -0.09, 0.56], [-2.10, 0.44, -0.37], [-4.74, 3.07, -0.92], [-3.38, 1.98, -1.33], [-3.39, 2.85, 0.22], [-6.04, -0.13, 1.63], [-5.21, -2.03, 2.97], [-2.81, -2.65, 2.84], [-0.71, -2.35, 2.12], [2.74, -3.52, 1.37], [4.93, -4.64, 1.63], [7.01, -3.44, 1.05], [6.89, -1.12, 0.22], [4.69, 0.00, -0.03], [-1.07, 3.60, 1.25], [-0.04, 2.52, 0.72], [0.19, 0.97, -2.25], [0.78, 1.69, -2.82], [-0.42, 0.33, -2.89]], "de_lowest_ev": 0.602, "s_squared": 6.03, "homo_energy_ev": [-3.424, -4.407], "total_charge": -1, "total_energy_ha": -1493.79363, "multiplicity": 5}


{"formula": "C17H14N2S", "method": "wB97M-V/def2-TZVPD", "species": ["C", "N", "C", "C", "C", "C", "C", "C", "C", "C", "C", "C", "C", "C", "C", "C", "C", "H", "H", "H", "H", "H", "H", "H", "H", "H", "H", "H", "H", "H", "H", "N", "C", "S"], "xyz": [[-0.55, -0.29, 4.18], [-0.37, -0.12, 2.79], [0.19, -1.05, 1.95], [0.30, -0.51, 0.65], [0.88, -1.45, -0.39], [0.73, -0.90, -1.81], [-0.53, -0.46, -2.23], [-0.71, 0.05, -3.51], [0.37, 0.09, -4.40], [1.60, -0.43, -4.02], [1.80, -0.95, -2.75], [-0.30, 0.81, 0.69], [-0.42, 1.91, -0.18], [-0.99, 3.11, 0.34], [-1.39, 3.23, 1.64], [-1.29, 2.16, 2.56], [-0.69, 0.98, 2.04], [-1.04, 0.56, 4.59], [-1.16, -1.17, 4.35], [0.41, -0.42, 4.67], [0.56, -1.99, 2.38], [1.96, -1.64, -0.15], [-1.35, -0.35, -1.49], [-1.72, 0.42, -3.81], [0.21, 0.48, -5.40], [2.44, -0.42, -4.74], [2.78, -1.21, -2.41], [-0.11, 1.88, -1.21], [-1.12, 3.97, -0.35], [-1.80, 4.19, 2.03], [-1.64, 2.19, 3.54], [0.56, -2.98, 0.04], [1.07, -4.09, 0.12], [1.31, -5.61, 0.29]], "smiles": "Cn1cc([C@@H](N=C=S)c2ccccc2)c2ccccc21", "de_lowest_ev": 0.423, "homo_energy_ev": -7.844, "total_energy_ha": -1163.85341, "multiplicity": 1}


{"formula": "C17H15BrClNO", "method": "wB97M-V/def2-TZVPD", "species": ["C", "H", "H", "H", "C", "N", "C", "O", "C", "C", "C", "C", "C", "C", "C", "C", "H", "H", "Br", "H", "H", "H", "H", "H", "C", "C", "C", "C", "C", "C", "H", "H", "Cl", "H", "H", "H"], "xyz": [[-1.26, -1.76, 3.11], [-0.66, -2.67, 3.11], [-1.97, -1.81, 2.28], [-1.80, -1.70, 4.05], [-0.36, -0.54, 2.94], [0.43, -0.67, 1.71], [-0.12, -0.53, 0.48], [-1.29, -0.23, 0.30], [0.84, -0.76, -0.63], [0.42, -0.63, -1.90], [1.20, -0.81, -3.11], [2.55, -1.19, -3.10], [3.25, -1.35, -4.27], [2.61, -1.14, -5.48], [1.27, -0.77, -5.53], [0.58, -0.61, -4.34], [-0.46, -0.32, -4.37], [0.78, -0.61, -6.48], [3.57, -1.37, -7.11], [4.29, -1.64, -4.26], [3.06, -1.35, -2.16], [-0.62, -0.36, -2.04], [1.85, -1.02, -0.37], [1.37, -1.01, 1.79], [-1.08, 0.79, 2.91], [-0.32, 1.94, 2.75], [-0.91, 3.19, 2.71], [-2.28, 3.29, 2.85], [-3.06, 2.16, 3.02], [-2.46, 0.92, 3.05], [-3.08, 0.05, 3.17], [-4.13, 2.25, 3.12], [-3.03, 4.85, 2.81], [-0.31, 4.08, 2.58], [0.75, 1.86, 2.64], [0.37, -0.52, 3.76]], "smiles": "C[C@@H](NC(=O)/C=C/c1ccc(Br)cc1)c1ccc(Cl)cc1", "homo_energy_ev": -8.645, "total_energy_ha": -3821.02855, "multiplicity": 1}


{"formula": "C17H15BrDyO3", "method": "wB97M-V/def2-TZVPD", "species": ["C", "C", "C", "H", "C", "C", "H", "H", "H", "H", "Dy", "Br", "C", "C", "C", "H", "C", "C", "H", "H", "H", "H", "O", "C", "C", "C", "C", "C", "C", "C", "O", "O", "H", "H", "H", "H", "H"], "xyz": [[1.28, 1.71, 0.73], [0.76, 2.00, 1.99], [1.22, 0.99, 2.92], [0.02, 2.78, 2.19], [2.01, 0.08, 2.18], [2.07, 0.53, 0.82], [2.65, 0.11, 0.01], [1.19, 2.27, -0.18], [0.89, 0.87, 3.95], [2.51, -0.82, 2.54], [-0.61, -0.28, 1.88], [-2.88, 0.92, 1.22], [-1.14, -1.02, -2.72], [0.29, -0.97, -2.85], [0.69, 0.41, -2.79], [0.95, -1.84, -2.83], [-0.49, 1.20, -2.61], [-1.61, 0.32, -2.58], [-2.62, 0.60, -2.28], [-1.73, -1.93, -2.59], [1.71, 0.76, -2.73], [-0.50, 2.24, -2.37], [-1.77, -4.66, -0.35], [-1.91, -4.99, 0.96], [-2.75, -6.05, 1.32], [-2.96, -6.33, 2.69], [-2.38, -5.56, 3.72], [-1.55, -4.47, 3.37], [-1.25, -4.24, 2.01], [-0.72, -2.91, 1.77], [-0.42, -2.19, 2.82], [-0.71, -2.34, 0.64], [-1.29, -3.79, -0.37], [-3.22, -6.66, 0.54], [-3.57, -7.17, 2.99], [-2.51, -5.75, 4.80], [-1.16, -3.76, 4.09]], "de_lowest_ev": 0.813, "s_squared": 9.35, "homo_energy_ev": [-2.584, -2.584], "total_charge": -1, "total_energy_ha": -4341.71026, "multiplicity": 6}


{"formula": "C17H15Cl5FN2O2ReSSbSe4", "method": "wB97M-V/def2-TZVPD", "species": ["Re", "Se", "Sb", "Se", "Se", "Se", "Cl", "C", "C", "Cl", "C", "Cl", "C", "O", "C", "Cl", "C", "Cl", "C", "C", "C", "C", "O", "H", "H", "H", "H", "H", "H", "H", "H", "H", "N", "C", "N", "C", "C", "C", "C", "C", "C", "S", "H", "H", "H", "H", "H", "H", "F"], "xyz": [[-1.06, 0.82, -1.11], [-5.05, 2.23, -4.23], [-3.17, 0.74, -4.12], [-2.97, -0.50, -1.90], [-1.06, 1.97, -3.18], [-2.70, -0.61, -6.06], [-1.29, -3.14, 5.77], [-1.17, -2.29, 4.27], [0.03, -2.24, 3.57], [1.43, -3.03, 4.22], [0.13, -1.57, 2.36], [1.62, -1.46, 1.51], [-0.99, -0.92, 1.77], [-0.88, -0.31, 0.66], [-2.20, -0.97, 2.52], [-3.56, -0.17, 1.84], [-2.28, -1.64, 3.73], [-3.78, -1.68, 4.58], [0.36, -1.54, -3.89], [0.70, -1.74, -2.42], [2.18, -2.06, -2.23], [-0.15, -2.82, -1.78], [0.46, -0.49, -1.70], [0.63, -2.44, -4.45], [0.92, -0.69, -4.29], [-0.70, -1.36, -4.04], [2.43, -2.97, -2.77], [2.40, -2.20, -1.17], [2.80, -1.25, -2.61], [0.16, -3.79, -2.18], [-1.21, -2.67, -1.99], [0.00, -2.83, -0.70], [2.17, 1.43, -1.96], [1.89, 2.00, -0.83], [0.71, 1.90, -0.19], [0.74, 2.44, 1.08], [-0.26, 2.40, 2.05], [-0.06, 3.00, 3.28], [1.14, 3.65, 3.59], [2.15, 3.70, 2.65], [1.95, 3.10, 1.42], [3.07, 2.97, 0.09], [1.18, 0.18, -2.00], [3.10, 1.61, -2.28], [-1.20, 1.92, 1.83], [-0.85, 2.95, 4.02], [1.28, 4.11, 4.56], [3.09, 4.19, 2.86], [-2.12, 2.05, -0.16]], "de_lowest_ev": 0.544, "s_squared": 0.76, "homo_energy_ev": [-2.052, -2.017], "total_charge": -2, "total_energy_ha": -13640.35989, "multiplicity": 2}


Number 4 is which compound? C17H15BrClNO